A structure of composition C33H35F5FeN4P2. Source: the Open Molecules 2025 dataset; level of theory: ωB97M-V/def2-TZVPD.

Computed properties:
- E_HOMO (alpha / beta) (eV) = -5.789 / -8.011
- expectation value of S² = 6.04
- E_tot (Ha) = -3942.81368
- Kohn-Sham gap (alpha / beta) (eV) = 5.45 / 7.76
- spin multiplicity = 5

```
80
Properties=species:S:1:pos:R:3:lowdin_charge:R:1
Fe 0.0718 0.7723 0.5599 0.2813
C -1.5718 1.4155 -3.2936 -0.0895
C -1.2950 0.1265 -2.9968 -0.1211
C -0.3579 -0.6689 -3.8817 -0.1797
C 1.0509 -0.0629 -4.0941 -0.1828
C 1.6027 0.6166 -2.8795 -0.1425
C 1.2164 1.8142 -2.3776 -0.1081
C 0.5038 2.8555 -3.1939 -0.1657
C -0.6567 2.3200 -4.0677 -0.1813
C 1.0811 1.4118 2.1953 -0.2400
H -2.5884 1.8400 -3.2073 0.1014
H -1.9268 -0.4857 -2.3266 0.0639
H -0.8132 -0.7765 -4.8940 0.1270
H -0.2865 -1.6938 -3.4948 0.0923
H 1.7535 -0.8412 -4.4739 0.1246
H 1.0028 0.7021 -4.8827 0.0939
H 2.5426 0.1705 -2.5047 0.0895
H 1.8419 2.2395 -1.5770 0.0675
H 1.2178 3.4135 -3.8345 0.1281
H 0.1167 3.5796 -2.4694 0.1040
H -1.2103 3.1724 -4.5164 0.1187
H -0.2474 1.7930 -4.9401 0.0886
H 0.4030 2.2283 2.5347 0.0198
H 2.0909 1.8273 2.0544 -0.0231
H 1.1604 0.6642 3.0168 0.0073
P 1.8815 -0.5003 0.3271 1.0431
P -1.4946 -0.7694 0.5316 1.0715
N 3.3091 0.4831 -0.2605 -0.1962
N 2.7440 -1.6397 1.3524 -0.2238
N -2.4864 0.6893 -0.3904 -0.1597
N -2.8368 -1.6822 1.1257 -0.1936
C 0.9849 -1.5638 -0.8537 -0.3305
C -0.5288 -1.8977 -0.5686 -0.3107
C 3.3490 1.8827 -0.1286 -0.1940
C 4.4383 2.3631 -0.8242 -0.0903
C 5.1547 1.2449 -1.3396 -0.0835
C 4.4416 0.0949 -0.9980 -0.1364
C 3.6626 -1.1817 2.3015 -0.1368
C 4.5127 -2.2154 2.6355 -0.0819
C 4.0724 -3.3864 1.9249 -0.0856
C 2.9698 -3.0114 1.1822 -0.1446
C -2.0378 2.0056 -0.2113 -0.1889
C -3.0140 2.8489 -0.7637 -0.0873
C -4.0517 2.0426 -1.3372 -0.0912
C -3.6716 0.7192 -1.0950 -0.1862
C -4.0752 -1.9579 0.5369 -0.1141
C -4.7958 -2.7834 1.3797 -0.0787
C -3.9800 -3.0723 2.5146 -0.0711
C -2.7916 -2.4097 2.3264 -0.1181
H 1.5762 -2.4798 -1.0124 0.0800
H 1.0231 -1.0041 -1.8067 0.0275
H -1.0762 -1.9084 -1.5254 0.0525
H -0.6546 -2.9012 -0.1249 0.0914
H 2.5693 2.4425 0.3668 0.0825
H 4.6426 3.4131 -0.9841 0.1000
H 6.0673 1.2845 -1.9206 0.0936
H 4.6646 -0.9576 -1.1907 0.1162
H 3.5514 -0.1878 2.7093 0.1071
H 5.3296 -2.1392 3.3420 0.0950
H 4.4931 -4.3864 1.9970 0.0956
H 2.2494 -3.6269 0.6493 0.1004
H -1.0815 2.2639 0.2622 0.0750
H -2.9736 3.9279 -0.7967 0.0969
H -4.9198 2.3451 -1.9048 0.0976
H -4.1393 -0.1886 -1.4712 0.0927
H -4.3209 -1.5495 -0.4383 0.0764
H -5.7968 -3.1606 1.1896 0.1000
H -4.2312 -3.6877 3.3794 0.1064
H -1.8834 -2.4302 2.9117 0.0972
F 0.3786 -1.7047 3.0974 0.0322
C -0.5410 -0.7782 3.5305 -0.2768
C -1.0421 0.1300 2.5592 -0.1979
C -1.9786 1.0042 3.1554 -0.2043
F -2.4827 2.0358 2.4274 0.0583
C -2.4627 0.9081 4.4727 -0.1211
F -3.4235 1.7485 4.9228 0.0987
C -1.9833 -0.0834 5.3197 -0.1362
F -2.5888 -0.3014 6.4951 0.1175
C -0.9622 -0.9137 4.8669 -0.1411
F -0.4615 -1.8513 5.6987 0.1009
```

A structure of composition C33H35F6IOSi2. Source: the Open Molecules 2025 dataset; level of theory: ωB97M-V/def2-TZVPD.

Computed properties:
- E_HOMO (eV) = -8.991
- E_tot (Ha) = -2829.68975
- Kohn-Sham gap (eV) = 9.56

```
78
Properties=species:S:1:pos:R:3:lowdin_charge:R:1
C 3.6318 -4.0490 0.4978 -0.1063
C 3.6673 -5.5689 0.4786 -0.2550
C 2.2932 -6.2048 0.5911 -0.4515
F 1.7250 -5.8647 1.8180 -0.0708
Si 1.1744 -5.6973 -0.8475 0.0604
I -0.1457 -7.6248 -1.6189 0.4551
O 0.2395 -4.4111 -0.4722 -0.4959
Si -1.0076 -4.4609 0.6389 0.5109
H 3.2224 -3.7094 1.4454 0.0829
H 4.6263 -3.6266 0.3873 0.0770
H 3.0107 -3.6314 -0.2927 0.0416
H 4.1692 -5.9680 -0.4015 0.1104
H 4.2393 -5.9145 1.3421 0.1152
H 2.4108 -7.2890 0.5588 0.0991
H 2.0082 -5.3275 -2.0015 -0.0066
H -2.2504 -3.9829 0.0121 -0.0525
H -1.1854 -5.8067 1.2130 -0.0543
H -0.6529 -3.5498 1.7432 -0.0463
F -2.2061 -0.3500 1.0090 0.0506
C -1.0099 0.2207 0.7477 -0.2778
C -0.8731 1.5845 0.9013 -0.0137
C 0.3594 2.1609 0.6320 -0.0774
C 1.4249 1.3762 0.2125 -0.0872
C 1.2602 0.0056 0.0648 -0.0733
C 0.0333 -0.5819 0.3357 -0.0109
H -1.7153 2.1799 1.2246 0.1022
H 0.4833 3.2287 0.7522 0.1048
H 2.3829 1.8318 0.0000 0.1013
H 2.0845 -0.6091 -0.2628 0.0823
H -0.1128 -1.6473 0.2278 0.0745
F 3.6516 -1.4303 -1.5545 0.0303
C 3.5738 -0.7487 -2.7226 -0.2837
C 2.4196 -0.8464 -3.4717 -0.0161
C 2.3476 -0.1474 -4.6668 -0.0792
C 3.4192 0.6252 -5.0929 -0.0918
C 4.5676 0.7036 -4.3182 -0.0832
C 4.6506 0.0156 -3.1171 -0.0225
H 1.5988 -1.4575 -3.1200 0.1182
H 1.4494 -0.2072 -5.2659 0.1053
H 3.3584 1.1654 -6.0276 0.1009
H 5.4071 1.3001 -4.6483 0.1065
H 5.5344 0.0635 -2.4966 0.1153
F 7.4697 -0.9353 -4.1044 0.0480
C 7.6871 -1.6137 -5.2507 -0.2863
C 7.0563 -2.8269 -5.4313 -0.0150
C 7.2779 -3.5179 -6.6130 -0.0827
C 8.1198 -2.9948 -7.5843 -0.0972
C 8.7416 -1.7723 -7.3751 -0.0846
C 8.5253 -1.0676 -6.2000 -0.0183
H 6.4059 -3.2145 -4.6590 0.1177
H 6.7884 -4.4685 -6.7749 0.1047
H 8.2900 -3.5391 -8.5030 0.1005
H 9.3999 -1.3628 -8.1290 0.1043
H 8.9952 -0.1109 -6.0170 0.1168
F -2.0902 4.3411 2.4112 0.0411
C -3.2121 4.1101 3.1307 -0.2902
C -3.1010 3.4501 4.3360 -0.0180
C -4.2555 3.2154 5.0684 -0.0811
C -5.4880 3.6341 4.5884 -0.0914
C -5.5698 4.2938 3.3703 -0.0841
C -4.4235 4.5390 2.6294 -0.0103
H -2.1297 3.1277 4.6858 0.1180
H -4.1893 2.7019 6.0180 0.1043
H -6.3855 3.4470 5.1631 0.1005
H -6.5268 4.6152 2.9918 0.0928
H -4.4608 5.0561 1.6803 0.1183
F -7.6478 6.3436 4.2736 0.0472
C -8.7559 5.8878 4.8945 -0.2921
C -8.7900 5.8869 6.2737 -0.0182
C -9.9293 5.4125 6.9064 -0.0829
C -11.0032 4.9463 6.1612 -0.0964
C -10.9398 4.9559 4.7753 -0.0832
C -9.8088 5.4322 4.1285 -0.0180
H -7.9382 6.2501 6.8323 0.1191
H -9.9768 5.4080 7.9867 0.1048
H -11.8879 4.5758 6.6603 0.1009
H -11.7736 4.5906 4.1917 0.1048
H -9.7393 5.4541 3.0494 0.1175
```

A structure of composition C33H36BiN6O8P2S2. Source: the Open Molecules 2025 dataset; level of theory: ωB97M-V/def2-TZVPD.

Computed properties:
- net charge = +1
- E_HOMO (eV) = -8.474
- E_tot (Ha) = -3903.27376
- Kohn-Sham gap (eV) = 4.06
- ΔE to the lowest compared entry with this formula, charge and spin (kcal/mol) = 69.4

```
88
Properties=species:S:1:pos:R:3:lowdin_charge:R:1
Bi 1.5684 0.1509 0.9599 1.9300
O 5.9918 3.5997 0.8957 0.0771
C 4.9815 4.4479 1.1020 -0.2559
C 5.2557 5.8176 1.0721 -0.0004
C 4.2693 6.7436 1.3251 -0.0552
C 2.9666 6.3303 1.6004 -0.0757
C 2.6623 4.9921 1.5659 -0.0156
C 3.6487 4.0298 1.3120 -0.0814
C 3.2451 2.6357 1.2374 -0.4035
O 2.0026 2.3392 1.0915 -0.1988
N 4.1955 1.7163 1.3176 0.0514
N 3.7531 0.4676 1.3113 -0.1520
C 4.4822 -0.5200 1.7518 -0.0260
C 3.8927 -1.8029 1.8916 -0.2607
C 4.5800 -2.8784 2.4793 0.0190
C 3.9333 -4.0814 2.6555 -0.0153
C 2.6094 -4.2073 2.2230 -0.0104
C 1.9996 -3.1107 1.6449 -0.1099
N 2.6108 -1.9436 1.4874 -0.0478
H 5.6741 2.6809 1.0154 0.0720
H 6.2671 6.1217 0.8520 0.1222
H 4.5080 7.7960 1.3134 0.1119
H 2.2040 7.0588 1.8245 0.1047
H 1.6595 4.6375 1.7491 0.1152
H 5.4999 -0.3382 2.0674 0.1478
H 5.6001 -2.7345 2.7972 0.1247
H 4.4437 -4.9105 3.1252 0.1236
H 2.0674 -5.1334 2.3394 0.1197
H 0.9789 -3.1550 1.2928 0.1028
N -2.0199 -0.2844 4.6716 0.1484
C -1.1070 -0.6661 3.5649 -0.5012
C -1.3971 -2.0541 3.0532 -0.0647
P 0.5846 -0.3034 4.1935 0.3683
O 1.1089 -1.7543 4.6632 -0.1214
O 0.4350 0.6205 5.3275 -0.2569
O 1.5538 0.1205 3.0790 -0.4534
P -1.5256 0.6350 2.2662 0.2980
O -0.5278 1.8371 2.6565 -0.1645
O -2.9302 0.9864 2.6399 -0.2836
O -1.1491 0.1495 0.9133 -0.4256
H -2.4528 -1.0666 5.1678 0.1714
H -2.7426 0.3230 4.1505 0.1208
H -1.4385 0.2861 5.3233 0.1299
H -0.9730 -2.8249 3.6953 0.0852
H -0.9893 -2.1588 2.0499 0.0405
H -2.4771 -2.1957 2.9755 0.0900
H 1.7187 -1.6629 5.3966 0.0873
H -0.9353 2.5522 3.1489 0.1022
S 0.3887 -1.0196 -2.0392 0.5854
C -0.9878 0.0736 -2.2345 -0.6484
N -1.1231 1.2929 -2.8307 -0.1329
C -2.5132 1.7129 -2.8937 -0.1244
C -3.2621 1.3287 -1.6127 -0.1202
N -3.2464 -0.1158 -1.4303 -0.1255
C -4.1308 -0.6662 -0.4234 -0.1257
C -4.5565 -2.0695 -0.7664 -0.2270
C -5.1896 -2.3140 -1.9803 -0.0293
C -5.6540 -3.5793 -2.2889 -0.0706
C -5.5009 -4.6147 -1.3812 -0.0833
C -4.8507 -4.3846 -0.1813 -0.0814
C -4.3789 -3.1189 0.1208 -0.0619
C -1.9852 -0.6005 -1.5996 -0.6457
S -1.1519 -2.0522 -1.0353 0.6486
C -0.1945 1.7505 -3.8469 -0.1203
C 0.1131 0.7293 -4.9204 -0.2343
C 1.4110 0.2621 -5.0810 -0.0772
C 1.7242 -0.6244 -6.0967 -0.0788
C 0.7354 -1.0703 -6.9554 -0.0822
C -0.5655 -0.6272 -6.7908 -0.0716
C -0.8759 0.2685 -5.7821 -0.0293
H -3.0170 1.2495 -3.7519 0.1241
H -2.5326 2.7990 -3.0108 0.1303
H -4.3010 1.6534 -1.6976 0.1308
H -2.7966 1.8252 -0.7505 0.1307
H -5.0149 -0.0230 -0.4103 0.1380
H -3.6607 -0.6209 0.5671 0.0997
H -5.3202 -1.5069 -2.6854 0.1165
H -6.1520 -3.7606 -3.2298 0.1059
H -5.8929 -5.5954 -1.6006 0.1036
H -4.7218 -5.1881 0.5279 0.1018
H -3.8731 -2.9379 1.0580 0.0915
H 0.7404 2.0481 -3.3578 0.1198
H -0.6341 2.6415 -4.3020 0.1333
H 2.1891 0.6144 -4.4189 0.1051
H 2.7434 -0.9560 -6.2235 0.1039
H 0.9802 -1.7534 -7.7538 0.1042
H -1.3395 -0.9662 -7.4620 0.1057
H -1.8913 0.6252 -5.6838 0.1069
```

A structure of composition C33H36Cl6F6HgN6P. Source: the Open Molecules 2025 dataset; level of theory: ωB97M-V/def2-TZVPD.

Computed properties:
- net charge = +1
- E_HOMO (eV) = -11.161
- E_tot (Ha) = -5462.25396
- Kohn-Sham gap (eV) = 1.13

```
89
Properties=species:S:1:pos:R:3:lowdin_charge:R:1
Hg -0.1751 -2.9661 -0.9127 0.6449
P 2.1678 1.6066 1.7886 0.1653
F 3.0687 1.8672 3.1054 -0.1528
F 1.9723 -0.0011 2.1619 -0.2083
F 0.8325 1.9697 2.6085 -0.1706
F 1.2198 1.2801 0.4586 -0.2048
F 2.2389 3.1775 1.3040 -0.1713
F 3.4243 1.1167 0.9577 -0.1517
N -6.6729 7.7754 2.3730 0.0623
C -5.4581 7.4500 2.7697 -0.1479
C -5.1079 6.7427 3.9150 -0.0320
C -6.1960 6.3761 4.7306 -0.0551
C -7.5187 6.7929 4.4264 -0.0203
C -7.6746 7.4301 3.1756 -0.1266
H -4.7067 7.7123 2.0396 0.1085
H -4.0981 6.4028 4.0914 0.1102
H -5.9182 5.8086 5.6065 0.1027
H -8.3353 6.4855 5.0628 0.1020
H -8.6118 7.8044 2.7910 0.1065
N -2.1485 5.3411 -5.6201 0.0819
C -0.9989 5.7133 -5.0044 -0.1367
C 0.0522 6.3464 -5.6201 -0.0522
C -0.0973 6.6730 -6.9859 -0.0334
C -1.2947 6.3112 -7.6631 -0.0634
C -2.2045 5.6126 -6.9548 -0.1549
H -1.0536 5.6358 -3.9286 0.1090
H 0.9659 6.6499 -5.1308 0.1088
H 0.7549 7.1294 -7.4674 0.1038
H -1.5371 6.6107 -8.6721 0.1077
H -3.0572 5.2246 -7.4920 0.1064
N -4.8816 -0.6419 -2.0774 0.0739
C -5.5757 -0.8076 -3.2678 -0.0937
C -6.8326 -0.1935 -3.5412 -0.0395
C -7.3552 0.7662 -2.6676 -0.0628
C -6.6513 1.0151 -1.5027 -0.0539
C -5.4992 0.2904 -1.2588 -0.1116
H -5.1479 -1.4228 -4.0456 0.0995
H -7.3470 -0.3391 -4.4796 0.1038
H -8.2939 1.2522 -2.8887 0.1134
H -7.2071 1.6658 -0.8440 0.1139
H -4.9913 0.3804 -0.3100 0.1064
N 3.3348 -6.6721 0.6209 0.0837
C 2.9160 -7.9768 0.9812 -0.0971
C 3.7467 -9.0222 1.3399 -0.0667
C 5.1028 -8.7709 1.3896 -0.0652
C 5.5494 -7.4979 1.1219 -0.0643
C 4.6768 -6.4636 0.8494 -0.1149
H 1.8615 -8.1592 1.1267 0.1013
H 3.3543 -9.9987 1.5823 0.1106
H 5.8316 -9.5263 1.6440 0.1159
H 6.6220 -7.3869 1.1820 0.1135
H 5.1105 -5.4962 0.6434 0.1088
N -2.9371 -5.0808 3.5239 0.0748
C -2.5483 -4.9844 4.8427 -0.1370
C -2.9281 -5.8070 5.8999 -0.0478
C -3.9205 -6.8415 5.6599 -0.0151
C -4.4400 -6.8576 4.3304 -0.0693
C -3.9382 -5.9991 3.3870 -0.1596
H -1.8195 -4.2784 5.2125 0.1019
H -2.4759 -5.6290 6.8644 0.1005
H -4.2255 -7.4410 6.5048 0.1007
H -5.2922 -7.5078 4.1986 0.1032
H -4.3869 -6.0614 2.4066 0.1011
N 1.9964 -2.2754 -5.6305 0.0845
C 1.6628 -1.1922 -6.3776 -0.1201
C 2.4487 -0.8748 -7.4490 -0.0831
C 3.4191 -1.6877 -7.9579 -0.0748
C 3.6692 -2.8541 -7.3119 -0.0532
C 2.9601 -3.1353 -6.1126 -0.0794
H 0.9521 -0.4295 -6.0954 0.1127
H 2.2009 0.0636 -7.9228 0.1123
H 3.9699 -1.3795 -8.8343 0.1211
H 4.4806 -3.4765 -7.6593 0.1101
H 3.1228 -4.0480 -5.5585 0.1037
C 9.7113 -0.8846 4.9794 -0.9831
Cl 10.2350 -1.4046 3.3104 0.4462
Cl 8.8608 -2.1629 5.8672 0.4873
H 10.6047 -0.5788 5.5238 0.0245
H 9.0131 -0.0482 4.9467 0.0251
C 1.3001 1.1068 8.9603 -0.9825
Cl 2.4344 1.1779 10.3729 0.4562
Cl -0.3132 0.4977 9.3973 0.4771
H 1.2108 2.0875 8.4930 0.0310
H 1.7546 0.3638 8.3050 0.0180
C 8.1459 4.0559 -2.5938 -1.1028
Cl 9.8393 4.3963 -2.6828 0.5253
Cl 7.4477 4.3977 -4.1383 0.5120
H 7.9425 3.0146 -2.3440 0.0328
H 7.6870 4.6845 -1.8307 0.0327
```

A structure of composition C33H37BrFN7O2ReSSi. Source: the Open Molecules 2025 dataset; level of theory: ωB97M-V/def2-TZVPD.

Computed properties:
- net charge = +2
- E_HOMO (alpha / beta) (eV) = -12.931 / -12.789
- expectation value of S² = 0.79
- E_tot (Ha) = -5252.95402
- Kohn-Sham gap (alpha / beta) (eV) = 6.40 / 6.72
- ΔE to the lowest compared entry with this formula, charge and spin (kcal/mol) = 15.3
- spin multiplicity = 2

```
84
Properties=species:S:1:pos:R:3:lowdin_charge:R:1
Re 0.0161 0.2324 -0.0570 1.4297
C -6.0407 -0.1041 -0.3872 -0.0752
C -5.1858 -0.9359 -1.3326 -0.2072
N -3.9570 -1.4741 -0.7215 0.0078
C -2.9157 -0.7476 -0.3289 -0.7276
S -1.4734 -1.6315 0.1984 0.7526
N -3.0188 0.5581 -0.3183 0.0458
N -1.8242 1.1497 0.0293 -0.1692
C -1.8828 2.3499 0.5266 -0.2747
C -3.1593 3.0766 0.7781 0.0137
C -0.5902 2.9718 0.7468 -0.2216
C -0.4463 4.2336 1.3017 0.0265
C 0.8137 4.7829 1.4205 -0.0061
C 1.9130 4.0663 0.9642 -0.0117
C 1.7191 2.8143 0.4338 -0.0820
N 0.4920 2.2590 0.3315 -0.0393
H -6.9541 0.1952 -0.9037 0.0849
H -6.3229 -0.6809 0.4964 0.0843
H -5.5169 0.7957 -0.0710 0.0428
H -5.7475 -1.8030 -1.6708 0.1223
H -4.9101 -0.3568 -2.2153 0.1102
H -3.8353 -2.4716 -0.6974 0.1248
H -3.9968 2.3910 0.7454 0.0658
H -3.1397 3.5702 1.7510 0.0943
H -3.3128 3.8471 0.0144 0.1130
H -1.3193 4.7802 1.6291 0.1247
H 0.9396 5.7680 1.8533 0.1296
H 2.9124 4.4761 1.0166 0.1244
H 2.5415 2.2243 0.0546 0.1176
C -0.7593 0.0387 3.2187 -0.0144
O 0.2758 0.1994 2.2142 -0.2532
C 1.6018 0.1293 2.6179 -0.1874
C 2.0037 0.1996 3.9243 -0.0235
C 3.3678 0.1232 4.2143 -0.6789
Br 3.9290 0.2106 6.0024 0.8334
C 4.2800 -0.0184 3.2105 -0.0604
C 3.8520 -0.0934 1.8717 -0.0513
C 2.4988 -0.0258 1.5615 -0.2553
O 2.0330 -0.0941 0.3072 -0.2707
C 4.8248 -0.2489 0.7985 -0.1509
N 4.5424 -0.3729 -0.4973 0.2231
C 5.7201 -0.4758 -1.2500 -0.1489
C 5.9432 -0.6030 -2.6135 0.0076
C 7.2616 -0.6485 -3.0185 -0.0494
C 8.3189 -0.5711 -2.0958 -0.0461
C 8.0891 -0.4482 -0.7394 0.0130
C 6.7588 -0.4024 -0.3436 -0.1494
N 6.1570 -0.2589 0.9189 0.2136
H -0.5512 -0.8455 3.8156 0.1155
H -1.6884 -0.0980 2.6793 0.0689
H -0.8083 0.9248 3.8467 0.1087
H 1.2933 0.3121 4.7326 0.1177
H 5.3293 -0.0852 3.4698 0.1103
H 3.5796 -0.4141 -0.8014 0.1468
H 5.1265 -0.6685 -3.3238 0.1217
H 7.4889 -0.7452 -4.0731 0.1190
H 9.3392 -0.6068 -2.4581 0.1206
H 8.9035 -0.3940 -0.0250 0.1268
H 6.6497 -0.2046 1.7941 0.1724
C -0.9887 2.7823 -2.5435 -0.1594
Si -0.3932 1.1878 -3.2442 0.4499
C 1.0857 1.6400 -4.2591 -0.1532
C -1.8578 0.4830 -4.1164 -0.1444
N 0.1647 -0.0660 -1.9929 -0.1983
C 0.6474 -1.3092 -2.4801 -0.2607
C 0.5941 -1.6280 -3.8602 -0.0482
C 1.0229 -2.8312 -4.3717 -0.0529
C 1.5526 -3.8040 -3.5252 -0.0453
C 1.6552 -3.5365 -2.1737 0.0027
C 1.2179 -2.3273 -1.6814 -0.2651
F 1.4298 -2.1314 -0.3731 -0.0170
H -1.1476 3.4382 -3.4123 0.0644
H -0.2727 3.2832 -1.8916 0.0302
H -1.9515 2.6785 -2.0383 0.0313
H 0.8083 2.4673 -4.9246 0.0529
H 1.4983 0.8428 -4.8776 0.0329
H 1.8821 2.0045 -3.5985 0.0412
H -2.3050 1.2702 -4.7364 0.0578
H -2.5995 0.1918 -3.3618 0.0294
H -1.6707 -0.3801 -4.7569 0.0354
H 0.1818 -0.9147 -4.5566 0.0637
H 0.9406 -3.0140 -5.4359 0.1199
H 1.8867 -4.7576 -3.9175 0.1203
H 2.0776 -4.2512 -1.4757 0.1326
```